ORCA calculation (ωB97M-V with the def2-TZVPD basis set) on a molecular structure, C21H39Cl3LuN7O3Si at a distorted geometry.

Structure (XYZ):
```
75
Properties=species:S:1:pos:R:3:forces:R:3
C 0.619 2.211 1.914 0.47 -0.40 -1.83
Lu 0.288 -2.238 -1.762 0.57 1.12 -1.49
C -1.109 0.471 2.422 0.14 -0.24 0.32
H -1.254 2.347 -2.525 0.20 0.14 -0.19
O -1.931 -1.105 -1.496 -0.18 -0.11 0.17
C 2.191 -4.061 -3.228 0.17 0.11 -0.10
H 1.714 2.235 1.986 -0.12 0.20 -0.22
C -4.122 0.645 0.801 0.00 0.11 0.50
H 0.425 5.386 1.834 0.47 -0.22 -0.06
H 2.175 3.783 0.389 -0.07 0.16 -0.47
H -2.417 2.142 -1.113 -0.26 -0.32 -0.06
H -5.161 0.871 0.473 0.70 -0.32 -0.02
H -1.736 1.040 1.743 0.04 -0.25 0.10
N -1.341 -4.742 1.590 1.67 0.93 -0.70
C 1.052 0.241 3.465 -0.07 -0.07 -0.27
Si 0.911 2.259 -1.054 3.01 1.02 -4.39
H 2.171 1.457 -3.299 -0.58 0.20 0.77
C -0.722 -1.334 3.982 -0.28 0.31 0.41
H 2.770 0.549 -1.964 -0.03 0.18 0.17
C -2.528 -0.762 -0.471 -0.36 0.50 -0.10
H -1.655 2.494 3.420 0.25 0.22 -0.10
H -4.164 1.946 -1.348 0.27 -0.30 -0.18
H -3.008 0.957 -2.332 0.02 0.16 0.14
H 0.015 3.308 -3.213 0.26 -0.17 0.58
H 2.027 -5.434 -6.046 -0.21 -0.03 0.42
N -0.729 -3.506 -0.179 0.27 -0.76 2.27
H -1.210 5.278 4.548 -0.11 -0.51 -0.18
O 0.294 2.266 0.410 -2.39 -1.78 5.18
C 0.205 0.912 2.569 -0.44 -0.13 0.21
H 0.682 4.470 -0.356 0.85 0.32 -0.05
C -1.623 -4.368 0.340 0.17 -0.01 0.29
H 1.563 -3.786 -6.298 -0.30 0.07 0.25
C 1.623 -4.556 -5.520 0.47 0.52 -0.71
C -0.171 2.353 -2.680 -1.28 0.27 0.31
H 3.830 -2.975 -5.750 -0.21 0.05 0.46
H 0.642 -4.736 -5.076 0.32 0.01 -0.13
C 0.063 3.431 2.634 -0.76 0.21 0.44
C -1.798 4.611 3.892 -0.56 0.29 0.42
H 1.278 -3.489 2.975 0.01 -0.13 0.02
N -0.145 -4.086 1.771 -1.92 1.09 -0.92
H 4.513 -4.510 -5.270 -0.05 0.02 0.22
C 0.862 4.702 2.579 0.16 0.50 0.01
H 3.030 -4.021 -2.510 -0.62 0.23 -0.22
H -2.526 -1.369 0.440 -0.05 -0.16 0.06
H 2.259 4.402 -1.304 -0.05 0.35 0.15
C -1.593 -0.609 3.169 0.14 0.33 -0.29
Cl 2.808 -2.157 -1.099 0.68 -0.76 -0.34
N -3.240 0.376 -0.334 -0.20 -0.32 -0.02
H -2.503 -4.704 -0.202 0.33 0.03 0.20
O 0.983 -4.021 -2.850 1.05 -1.04 -0.32
H -1.123 -2.182 4.555 0.39 0.45 -0.28
H 1.271 -1.437 4.823 -0.28 0.29 -0.36
H 0.252 -4.726 3.578 0.27 -0.08 -0.10
N 0.340 -3.871 3.043 0.02 -0.46 -0.24
C 1.627 3.923 -0.555 -0.06 0.63 -1.05
C 3.906 -3.673 -4.904 0.04 -0.53 -0.03
N 2.574 -4.127 -4.499 -0.68 -0.24 0.14
H -4.147 -0.220 1.488 0.04 0.36 -0.39
H 0.846 5.285 3.519 -0.10 -0.54 -0.20
H 4.385 -3.194 -4.042 -0.06 -0.06 -0.33
C 2.386 1.548 -2.213 0.81 -0.61 0.65
H 3.266 2.220 -2.198 -0.32 -0.11 0.40
H -2.691 4.245 4.424 0.42 0.29 0.17
H 1.912 4.474 2.352 -0.34 0.35 -0.12
Cl 0.294 -1.114 -3.972 -0.08 -0.12 -0.22
C -3.201 1.411 -1.358 -0.18 0.31 0.18
H 0.021 1.583 -3.456 0.10 0.13 0.99
H -2.666 -0.834 3.155 0.45 -0.16 -0.11
N 0.198 -3.277 0.792 -1.26 -2.19 0.17
Cl 0.653 -0.525 -0.184 -0.65 1.84 1.29
C -1.095 3.424 3.317 0.33 -0.52 -0.60
H -2.212 5.263 3.117 0.22 -0.02 -0.21
H -3.785 1.533 1.384 -0.06 -0.52 -0.42
H 2.077 0.599 3.635 -0.45 -0.14 -0.16
C 0.602 -0.901 4.135 -0.16 0.01 0.07
```
Forces are in eV/Å.

Results
- E_tot: -4338.3063 Ha
- Relative energy (zero: lowest compared OMol25 entry of this formula, charge and spin): 89.2 kcal per mole
- E_LUMO: -0.047 eV
- Charge: 0
- HOMO level: -7.63 eV